Entry 1:
{
  "formula": "C43H55As2FeN7P2S2",
  "method": "wB97M-V/def2-TZVPD",
  "s2": 6.025,
  "multiplicity": 5,
  "orbital_gap_ev": [5.39, 5.40],
  "total_charge": 2,
  "lumo_ha": [-0.2284, -0.2284],
  "homo_ev": [-11.6021, -11.6120],
  "symbols": ["Fe", "C", "C", "N", "N", "C", "N", "S", "C", "C", "C", "C", "C", "N", "H", "H", "H", "H", "H", "H", "H", "H", "H", "H", "C", "C", "As", "C", "C", "C", "C", "C", "C", "C", "C", "C", "C", "C", "C", "P", "C", "C", "C", "C", "C", "C", "C", "C", "C", "C", "C", "C", "H", "H", "H", "H", "H", "H", "H", "H", "H", "H", "H", "H", "H", "H", "H", "H", "H", "H", "H", "H", "H", "H", "H", "H", "C", "N", "C", "N", "C", "N", "C", "P", "C", "C", "H", "H", "H", "H", "H", "H", "H", "H", "H", "H", "H", "H", "C", "As", "C", "C", "S", "H", "H", "H", "H", "H", "H", "H", "H", "H"],
  "positions_angstrom": [[1.44055, 1.99694, -0.02700], [3.51579, 2.47841, 3.71923], [2.58862, 2.43759, 2.56287], [2.91497, 2.04148, 1.33963], [4.18260, 1.49520, 1.07408], [4.52723, 1.11883, -0.16405], [5.75861, 0.64471, -0.40164], [3.36699, 1.19914, -1.42552], [1.23867, 3.07919, 2.57661], [0.78068, 4.04755, 3.50668], [-0.50379, 4.59500, 3.40678], [-1.28315, 4.20340, 2.30950], [-0.79234, 3.33665, 1.36514], [0.45166, 2.84544, 1.46574], [4.05812, 1.52233, 3.80964], [2.97765, 2.63549, 4.66596], [4.23689, 3.29298, 3.64959], [4.94146, 1.66249, 1.75192], [6.46274, 0.56322, 0.30008], [5.96093, 0.29304, -1.31984], [1.45656, 4.32894, 4.28435], [-0.83266, 5.30090, 4.16548], [-2.31517, 4.53490, 2.19679], [-1.33824, 3.09310, 0.44565], [-0.16350, -0.74526, 2.68219], [-0.00743, -2.21606, 3.11195], [-1.40945, -3.15466, 4.27410], [-1.12028, -4.99562, 3.64721], [-2.11779, -5.91424, 4.01012], [-2.03414, -7.23433, 3.60642], [-0.96222, -7.67871, 2.81670], [0.03192, -6.78439, 2.45867], [-0.01122, -5.46554, 2.88184], [-3.12924, -2.93699, 3.32595], [-3.58372, -3.67492, 2.22199], [-4.84713, -3.45679, 1.66450], [-5.62985, -2.40616, 2.10543], [-5.17552, -1.64852, 3.18077], [-3.98142, -1.94348, 3.82696], [0.52353, -0.32941, 0.99616], [2.06444, -1.29940, 1.04886], [2.63603, -1.86772, -0.06881], [3.86662, -2.51898, 0.00396], [4.60265, -2.49577, 1.17281], [4.04958, -1.91256, 2.32102], [2.79994, -1.31760, 2.25893], [-0.74549, -1.21672, 0.05284], [-0.64190, -2.56332, -0.33064], [-1.70237, -3.20841, -0.96331], [-2.93988, -2.56146, -1.09438], [-3.07330, -1.23922, -0.69192], [-1.98863, -0.56964, -0.13803], [0.29797, -0.06602, 3.40298], [-1.22526, -0.46856, 2.71497], [0.93419, -2.39309, 3.66961], [0.07121, -2.89979, 2.25100], [-2.96353, -5.57160, 4.59712], [-2.81333, -7.93217, 3.86166], [-0.93005, -8.70074, 2.47202], [0.86650, -7.09104, 1.84431], [0.79744, -4.78590, 2.62800], [-2.99421, -4.48409, 1.84520], [-5.21530, -4.04815, 0.84131], [-6.58635, -2.18514, 1.63645], [-5.77050, -0.81165, 3.55810], [-3.67016, -1.40764, 4.72375], [2.17017, -1.76979, -1.03681], [4.32146, -2.93520, -0.88951], [5.57968, -2.92364, 1.21656], [4.58001, -1.89998, 3.27283], [2.37246, -0.88308, 3.17218], [0.26345, -3.12293, -0.06953], [-1.57396, -4.18621, -1.38007], [-3.79313, -3.11871, -1.45946], [-4.01612, -0.73940, -0.83390], [-2.10715, 0.43467, 0.25375], [0.66838, -0.05365, -5.60534], [0.73422, 1.36364, -5.23420], [-0.60424, 1.93847, -5.26712], [-1.52554, 1.21135, -4.38107], [-1.55714, -0.21189, -4.73497], [-0.22212, -0.81892, -4.73619], [0.29478, -1.01864, -3.40291], [0.43456, 0.63739, -2.49807], [1.37114, 1.47487, -3.91690], [-1.22818, 1.42924, -2.98345], [1.68140, -0.49301, -5.59109], [0.27894, -0.14179, -6.62732], [-0.95132, 1.89904, -6.31671], [-0.54315, 2.98973, -4.98374], [-1.93405, -0.28828, -5.76847], [-2.22883, -0.75602, -4.05395], [1.27311, -1.54120, -3.45426], [-0.39075, -1.68046, -2.84785], [2.43299, 1.13917, -3.92843], [1.39463, 2.51650, -3.56060], [-1.04892, 2.49500, -2.73690], [-2.02965, 1.07734, -2.30409], [-1.97650, 5.09875, -3.20594], [-0.08103, 5.45988, -2.80816], [-0.01136, 7.12772, -1.82719], [0.89502, 5.59332, -4.47674], [0.94263, 3.86519, -1.66283], [-2.29904, 5.83794, -3.97217], [-2.57119, 5.23023, -2.27092], [-2.18357, 4.07421, -3.58823], [-0.66506, 7.87068, -2.32920], [1.01664, 7.48618, -1.74949], [-0.38555, 6.93118, -0.80402], [0.33112, 6.20305, -5.19275], [1.12790, 4.58878, -4.88449], [1.85870, 6.06381, -4.22677]],
  "atomic_forces_ev_per_a": [[-0.56, -1.66, -2.39], [-0.12, -0.52, 0.77], [0.50, 0.41, -2.47], [1.42, -0.16, 2.34], [0.08, 1.05, 2.09], [-0.67, -0.44, -1.87], [-0.96, 0.50, 0.34], [0.69, 0.10, 0.81], [-1.80, 1.21, -0.85], [0.27, -1.24, -0.57], [0.67, -0.63, -0.73], [-0.96, 0.39, 0.97], [1.12, 0.05, -0.11], [0.12, 0.42, 1.68], [-0.13, 0.33, -0.02], [0.10, -0.15, -0.38], [0.08, 0.05, -0.23], [-0.77, -0.18, -0.28], [0.30, -0.10, 0.38], [0.00, 0.05, -0.15], [0.10, 0.20, 0.56], [-0.11, -0.11, -0.30], [0.31, 0.14, 0.11], [0.22, 0.06, 0.45], [-0.23, 0.06, 0.69], [0.10, -1.03, -0.19], [0.06, 0.05, -0.24], [0.90, -0.59, -0.50], [0.51, 0.39, -0.10], [0.48, -0.31, -0.51], [-0.54, 0.44, 0.29], [0.20, 0.07, 0.00], [-1.23, 0.82, 0.86], [-0.29, 0.41, -0.47], [-0.32, 0.10, 0.41], [0.45, 0.30, 0.01], [0.10, 0.27, 0.38], [-0.42, 0.53, 0.41], [0.48, -0.11, -0.26], [-0.34, -0.38, 0.42], [0.22, 0.20, 0.70], [0.32, -0.31, -0.36], [0.41, 0.49, -0.23], [-0.69, 0.18, 0.59], [0.01, 0.20, -0.09], [-0.37, 0.01, -0.10], [-0.80, -0.72, -0.33], [0.30, 0.19, 0.15], [-0.51, 0.82, 0.16], [0.76, -0.27, 0.02], [0.35, -0.09, 0.03], [0.67, -0.35, 0.20], [0.10, -0.07, 0.19], [0.12, 0.07, -0.41], [-0.58, 0.22, -0.17], [-0.10, 0.50, 0.04], [-0.02, -0.10, -0.02], [-0.15, -0.09, 0.15], [0.02, -0.09, 0.03], [0.04, -0.19, -0.01], [-0.06, -0.13, -0.04], [0.36, -0.30, -0.23], [0.15, -0.29, -0.08], [0.17, -0.05, 0.13], [0.07, -0.35, -0.13], [-0.21, 0.08, -0.20], [-0.28, -0.14, -0.10], [-0.21, -0.07, 0.04], [0.44, -0.33, -0.01], [0.02, -0.11, -0.28], [0.23, -0.14, -0.45], [-0.26, 0.21, -0.45], [0.02, -0.54, 0.19], [0.05, 0.14, -0.24], [-0.20, 0.14, 0.18], [-0.07, 0.17, -0.21], [-0.14, -0.10, -0.20], [0.83, -0.23, 0.19], [0.13, -0.74, -0.05], [-0.75, 0.64, -0.25], [0.29, 0.14, -0.57], [-0.18, -0.26, -0.17], [-0.20, -0.24, 0.62], [-0.03, 0.19, -0.58], [0.17, 0.47, 0.57], [0.70, -0.32, 0.78], [-0.41, 0.20, 0.10], [0.09, 0.12, 0.14], [-0.06, -0.13, 0.53], [-0.11, 0.01, 0.18], [-0.04, 0.01, 0.40], [0.25, 0.17, -0.18], [-0.37, 0.45, 0.11], [0.23, 0.22, -0.16], [-0.77, -0.01, -0.30], [0.09, -0.27, -0.64], [-0.25, -0.52, -0.39], [0.28, -0.03, -0.54], [-0.37, 0.05, 0.14], [0.24, -1.39, 0.66], [-0.61, 0.18, 0.12], [0.38, -0.08, 0.06], [-0.58, 1.53, -0.45], [0.17, -0.42, 0.56], [0.51, 0.04, -0.70], [0.47, 0.72, 0.21], [0.47, -0.36, 0.31], [-0.12, -0.09, -0.18], [0.12, 0.05, -0.60], [0.20, -0.16, 0.14], [-0.39, 0.54, 0.30], [-0.38, -0.03, -0.16]],
  "mulliken_spin": [3.816, 0.000, 0.010, 0.028, -0.004, -0.016, 0.007, 0.075, -0.022, -0.009, 0.002, -0.003, 0.001, -0.014, -0.001, 0.001, -0.002, 0.002, -0.002, -0.001, -0.001, 0.000, 0.000, 0.004, 0.028, -0.003, 0.002, 0.000, 0.000, 0.000, 0.000, 0.000, 0.000, 0.000, 0.000, 0.000, 0.000, 0.000, 0.000, -0.102, 0.005, 0.000, 0.000, 0.003, -0.001, 0.008, 0.061, -0.005, -0.003, -0.001, -0.004, 0.007, 0.005, -0.002, 0.001, 0.001, 0.000, 0.000, 0.000, 0.000, 0.000, 0.000, 0.000, 0.000, 0.000, 0.000, 0.002, 0.000, 0.000, 0.000, 0.001, 0.001, 0.000, 0.001, 0.001, 0.004, -0.003, 0.000, 0.001, 0.001, -0.001, 0.004, 0.022, -0.046, 0.012, 0.016, 0.000, 0.000, 0.000, 0.001, 0.000, 0.000, -0.001, -0.002, -0.004, 0.009, 0.006, -0.001, 0.003, 0.015, 0.000, 0.003, 0.084, 0.001, 0.000, 0.000, 0.000, 0.000, 0.000, 0.001, -0.001, 0.000]
}

Entry 2:
{
  "formula": "C43H55BrF5N5O4P2SY",
  "method": "wB97M-V/def2-TZVPD",
  "orbital_gap_ev": 6.83,
  "total_charge": -1,
  "lumo_ha": 0.0820,
  "homo_ev": -4.5970,
  "symbols": ["Y", "C", "C", "C", "P", "C", "C", "C", "C", "C", "C", "C", "C", "C", "C", "N", "C", "C", "C", "C", "C", "C", "C", "P", "C", "C", "C", "C", "C", "C", "H", "H", "H", "H", "H", "H", "H", "H", "H", "H", "H", "H", "H", "H", "H", "H", "H", "H", "H", "H", "H", "H", "H", "H", "H", "H", "H", "H", "H", "H", "H", "H", "H", "H", "H", "H", "H", "H", "H", "H", "C", "C", "N", "O", "C", "C", "N", "O", "H", "H", "H", "H", "H", "H", "H", "Br", "F", "C", "C", "F", "C", "F", "C", "S", "C", "F", "C", "F", "O", "C", "N", "C", "O", "C", "C", "C", "C", "N", "C", "H", "H", "H", "H", "H", "H", "H", "H"],
  "positions_angstrom": [[1.44857, -0.58734, -1.32339], [2.25532, 3.67292, -2.55525], [1.48553, 3.03794, -3.71246], [0.78636, 4.07020, -4.60256], [0.51918, 1.56877, -3.02294], [-0.65484, 1.26875, -4.45459], [-1.72034, 0.25525, -4.06058], [0.16591, 0.77283, -5.64902], [-0.61063, 2.23350, -1.75176], [-0.94482, 3.57679, -1.62307], [-1.78670, 4.04420, -0.62839], [-2.19138, 5.48908, -0.57675], [-2.28735, 3.12561, 0.28782], [-1.96898, 1.79322, 0.18234], [-1.14152, 1.29576, -0.83653], [-0.84494, -0.05804, -0.92334], [-1.87852, -0.93786, -0.77642], [-3.22946, -0.57937, -0.99871], [-4.25873, -1.48003, -0.88283], [-4.03289, -2.81027, -0.53291], [-5.17070, -3.78197, -0.39876], [-2.72121, -3.19434, -0.32275], [-1.65783, -2.30303, -0.44404], [0.05598, -2.83747, -0.20038], [0.10675, -4.52810, -1.00956], [1.58132, -4.92584, -1.08516], [-0.54088, -4.56672, -2.39059], [0.09723, -3.29856, 1.66553], [-0.14412, -4.76338, 2.02542], [-0.88388, -2.44814, 2.46662], [2.83422, 4.53455, -2.88687], [2.93556, 2.93143, -2.14415], [1.58518, 3.99179, -1.75843], [2.22514, 2.53593, -4.35263], [-0.09067, 4.52701, -4.15409], [0.48299, 3.62608, -5.54568], [1.49430, 4.86621, -4.83353], [-1.15097, 2.21887, -4.68815], [-1.26832, -0.70062, -3.80161], [-2.41046, 0.09643, -4.88856], [-2.29255, 0.61233, -3.20787], [1.04639, 0.22651, -5.31583], [0.49852, 1.58877, -6.28595], [-0.42688, 0.09350, -6.25560], [-0.54891, 4.29342, -2.32380], [-1.51273, 6.10415, -1.16510], [-2.20441, 5.85634, 0.44851], [-3.19745, 5.60907, -0.98376], [-2.93144, 3.45876, 1.09028], [-2.36930, 1.09798, 0.90232], [-3.46221, 0.43730, -1.28268], [-5.27420, -1.15000, -1.06176], [-6.12186, -3.25600, -0.46109], [-5.12494, -4.29896, 0.56025], [-5.13935, -4.53365, -1.19092], [-2.50967, -4.22039, -0.05135], [-0.43291, -5.23018, -0.36731], [2.08233, -4.32900, -1.84600], [1.68594, -5.97462, -1.35603], [2.08312, -4.75805, -0.13178], [0.02245, -3.97856, -3.10908], [-1.56194, -4.19329, -2.35289], [-0.56034, -5.59695, -2.74545], [1.11383, -3.04809, 1.99445], [-1.16119, -5.07124, 1.79174], [0.00988, -4.88765, 3.09631], [0.56043, -5.41570, 1.51929], [-1.89106, -2.51842, 2.03994], [-0.33614, -0.66897, 1.57326], [-0.92828, -2.79548, 3.50393], [1.65233, 4.04423, 2.06678], [1.56877, 2.63339, 1.56148], [0.68218, 1.80002, 1.94853], [-0.23211, 2.27306, 2.87417], [2.51671, 2.15145, 0.56057], [3.91980, 2.68521, 0.46205], [2.07149, 1.23769, -0.22540], [2.86138, 0.75316, -1.20313], [0.70821, 4.54724, 1.85319], [2.46609, 4.60040, 1.61342], [1.77768, 4.04078, 3.14817], [-0.75743, 1.44271, 3.10261], [4.43622, 2.58277, 1.41451], [3.93953, 3.73354, 0.16364], [4.44007, 2.09405, -0.29207], [1.58551, -1.89368, -3.59734], [8.70323, -2.08058, -0.66367], [7.39752, -2.01959, -0.33073], [6.43186, -1.71474, -1.28891], [6.80455, -1.47007, -2.55574], [5.09999, -1.67499, -0.92548], [4.14259, -1.40670, -1.85609], [4.66265, -1.92732, 0.38748], [3.02270, -1.81229, 0.81344], [5.66311, -2.26257, 1.32136], [5.31544, -2.55977, 2.58536], [6.99967, -2.28941, 0.97713], [7.93778, -2.56744, 1.90288], [-5.41324, 2.43004, 3.91520], [-4.56409, 2.13394, 5.00090], [-3.44444, 1.39738, 4.50852], [-2.93685, 0.31020, 5.15821], [-3.42624, -0.10806, 6.19104], [-1.71805, -0.24797, 4.52454], [-0.63666, -0.58031, 5.32641], [0.60548, -0.70792, 4.67130], [0.69815, -0.76587, 3.32357], [-0.51207, -0.99960, 2.53349], [-1.57757, -0.19545, 3.13401], [-6.16980, 2.93754, 4.22271], [-5.05996, 1.50427, 5.75352], [-4.21909, 3.07222, 5.47764], [-2.99939, 1.75203, 3.67685], [-0.72387, -0.54952, 6.39831], [1.51810, -0.66307, 5.24604], [1.62511, -0.73410, 2.78178], [-2.44758, -0.11127, 2.50048]],
  "atomic_forces_ev_per_a": [[-2.37, -2.98, -0.05], [0.05, -0.12, -0.01], [0.11, -0.32, 0.25], [-0.01, -0.24, 0.07], [-0.87, 0.73, -1.02], [0.21, -0.07, 0.27], [0.03, 0.10, 0.08], [0.04, 0.15, 0.03], [0.03, -0.31, 0.16], [-0.14, 0.07, 0.15], [0.02, 0.10, -0.05], [-0.05, -0.08, 0.01], [0.08, 0.00, -0.12], [0.07, -0.03, -0.10], [-0.23, 0.79, -0.05], [0.70, -0.12, 0.20], [-0.61, -0.66, -0.01], [0.07, 0.18, -0.10], [0.06, -0.20, 0.11], [-0.10, -0.07, 0.05], [0.11, -0.01, -0.03], [-0.13, 0.32, -0.04], [0.11, 0.20, -0.07], [-0.70, -0.95, 0.53], [0.16, 0.23, -0.05], [-0.10, -0.05, 0.12], [-0.04, 0.05, 0.12], [0.16, 0.35, -0.09], [0.10, 0.24, -0.08], [-0.08, -0.57, -0.05], [0.05, 0.08, -0.08], [0.09, 0.02, 0.12], [0.03, 0.10, 0.06], [-0.06, 0.01, 0.10], [-0.06, 0.04, 0.03], [-0.11, -0.02, -0.11], [0.07, 0.09, -0.01], [0.08, -0.07, 0.03], [0.00, -0.10, 0.04], [-0.07, -0.02, -0.12], [-0.07, -0.06, 0.04], [0.02, -0.12, -0.05], [0.06, 0.12, -0.08], [-0.08, -0.09, -0.15], [0.05, 0.07, -0.04], [0.02, 0.09, 0.00], [0.01, 0.09, 0.05], [-0.04, 0.11, -0.01], [-0.06, 0.05, 0.11], [-0.02, -0.05, 0.04], [-0.01, 0.01, 0.02], [-0.07, 0.05, -0.04], [-0.09, -0.06, 0.01], [-0.08, -0.07, 0.02], [-0.08, -0.04, 0.02], [0.01, -0.16, 0.01], [0.04, 0.13, 0.00], [0.08, 0.09, 0.02], [-0.01, -0.18, -0.03], [0.16, -0.02, 0.00], [-0.01, 0.08, -0.01], [-0.06, -0.03, -0.13], [-0.01, -0.14, -0.02], [-0.13, -0.04, -0.10], [-0.11, -0.13, -0.04], [-0.03, -0.02, 0.12], [0.00, -0.13, -0.06], [0.15, 0.20, 0.11], [-0.09, 0.20, 0.16], [0.06, 0.15, -0.09], [-0.21, -0.13, 0.08], [-0.65, 0.32, 0.77], [-0.30, -0.30, 0.22], [0.55, 0.33, -0.26], [0.14, -0.58, -0.86], [-0.23, -0.27, -0.26], [0.44, 1.36, 0.63], [3.46, 2.87, 0.58], [-0.01, 0.06, 0.01], [0.05, 0.01, -0.06], [-0.01, 0.05, 0.11], [0.34, 0.31, -0.27], [-0.01, 0.05, 0.13], [-0.01, 0.04, 0.01], [0.04, 0.10, 0.09], [0.06, -0.64, -1.03], [-0.31, 0.07, 0.04], [-0.20, -0.04, 0.06], [0.15, -0.04, -0.02], [0.00, -0.04, 0.18], [-0.65, -0.01, 0.29], [1.08, -0.28, 0.23], [1.16, 0.14, -0.32], [-0.90, -0.23, 0.32], [-0.40, 0.13, -0.36], [0.19, 0.13, -0.20], [0.28, 0.03, -0.20], [-0.16, -0.02, -0.17], [-0.11, -0.05, -0.45], [0.04, 0.04, 0.77], [-0.35, 0.26, -0.25], [-0.20, 0.20, -0.03], [0.04, -0.15, 0.17], [0.99, -0.41, 0.03], [-0.85, 0.01, 0.15], [-0.04, -0.15, -0.65], [0.69, 0.03, 0.69], [-0.26, -0.30, 0.00], [-0.60, 0.32, -0.01], [0.09, -0.01, 0.10], [0.17, 0.19, -0.15], [-0.16, -0.23, -0.12], [0.19, -0.06, 0.07], [-0.01, 0.04, 0.13], [0.16, 0.00, -0.04], [0.03, -0.04, -0.19], [-0.02, -0.07, -0.12]],
  "mulliken_charge": [-0.200, -0.999, 0.142, -1.733, 1.420, 0.762, -1.383, -1.465, 0.791, -0.150, -0.086, -1.921, -1.410, 0.438, -0.912, 1.330, -0.609, -0.148, -1.494, 1.040, -1.671, -0.301, -0.807, 1.328, 0.448, -1.645, -1.346, 1.157, -2.025, -2.404, 0.555, 0.041, 0.130, 0.643, 0.179, 0.297, 0.544, 0.643, 0.030, 0.644, 0.153, 0.227, 0.261, 0.426, -0.053, 0.376, 0.393, 0.340, 0.447, 0.223, 0.380, 0.335, 0.370, 0.360, 0.306, 0.358, 0.656, 0.167, 0.465, 0.348, 0.120, 0.251, 0.486, 0.358, 0.291, 0.538, 0.426, 0.313, -1.444, 0.930, -1.732, -0.147, 0.572, -0.660, 0.497, -1.974, 1.492, -0.918, 0.256, 0.459, 0.352, 0.351, 0.480, 0.398, 0.340, -0.723, -0.325, 0.588, -0.144, -0.319, -0.829, -0.135, 0.674, -0.113, 0.128, -0.322, 0.194, -0.314, -0.513, -0.611, 0.128, -0.071, -0.710, 1.555, -1.502, -1.062, 0.383, 3.971, -2.759, 0.292, 0.429, 0.319, 0.048, 0.466, 0.483, 0.230, 1.137]
}